ORCA calculation (ωB97M-V with the def2-TZVPD basis set) on 2 unconnected molecules or ions with the total composition C2H10N3 in a non-equilibrium geometry.

For the HOMO energy (alpha / beta), the calculation gives -20.5 / -20.5 eV. Its total charge is +2. As for the LUMO energy (alpha / beta): -8.2 / -13.8 eV. Its total energy is -6686.2634 eV. As for the multiplicity: 2. The maximum force is 3.4 eV/A. As for the energy above the lowest of the compared OMol25 structures with the same formula, charge and spin: 17.7 kcal per mole. For the gap between HOMO and LUMO (alpha / beta), the calculation gives 12.3 / 6.7 eV.

CARTESIAN COORDINATES (ANGSTROEM)
1 C -0.47653 1.90321 0.02782
2 N 0.91518 1.50456 0.13769
3 H -0.99077 1.25843 -0.67837
4 H -0.53939 2.96445 -0.28269
5 H -0.93812 1.76330 1.00439
6 H 1.36703 1.57939 -0.78140
7 H 1.41497 1.92151 0.93812
8 H 0.10203 -0.92870 -1.47464
9 N 0.10982 -1.16848 0.98947
10 C -0.21127 -2.06271 0.05962
11 N -0.38097 -1.77306 -1.19798
12 H 0.56322 -1.58897 1.79564
13 H 0.49458 -0.24118 0.84547
14 H -0.37412 -3.04119 0.50135
15 H -1.05566 -2.09054 -1.88448

Forces on atoms 1 to 3 (eV/Å):
0.11 -1.58 1.23
-1.03 3.07 -1.06
-0.06 0.28 -0.50

---

ORCA calculation (ωB97M-V with the def2-TZVPD basis set) on CH2Cl3OP in the gas phase in a non-equilibrium geometry.

For the HOMO energy, the calculation gives -9.4 eV. Its total charge is 0. As for the LUMO energy: 0.4 eV. Its total energy is -49972.3407 eV. The maximum force is 6.0 eV/A. As for the energy above the lowest of the compared OMol25 structures with the same formula, charge and spin: 61.6 kcal per mole. As for the SMILES: OPC(Cl)(Cl)Cl. For the gap between HOMO and LUMO, the calculation gives 9.8 eV.

CARTESIAN COORDINATES (ANGSTROEM)
1 O 1.25415 0.04027 -1.39880
2 P -0.18561 0.49239 -1.12508
3 C -0.51238 -0.00673 0.77378
4 Cl 0.73134 1.05143 1.53241
5 Cl -0.31736 -1.71473 1.16767
6 Cl -2.09444 0.53033 1.26249
7 H 1.90824 0.33176 -0.64251
8 H -0.78394 -0.72472 -1.56995

Forces on atoms 1 to 3 (eV/Å):
5.64 -0.46 1.96
-4.50 0.47 1.26
0.63 0.45 -1.41

---

ORCA calculation (ωB97M-V with the def2-TZVPD basis set) on 4 unconnected molecules or ions with the total composition C20H27BF9INO11 in a non-equilibrium geometry.

For the HOMO energy, the calculation gives -12.2 eV. Its total charge is +1. As for the LUMO energy: -4.5 eV. Its total energy is -78421.1216 eV. The maximum force is 2.3 eV/A. As for the energy above the lowest of the compared OMol25 structures with the same formula, charge and spin: 0.0 kcal per mole. For the gap between HOMO and LUMO, the calculation gives 7.7 eV.

CARTESIAN COORDINATES (ANGSTROEM)
1 O 3.20676 -1.64276 1.96946
2 B 2.45698 -0.46111 1.94846
3 O 2.03379 0.18314 3.10710
4 C 2.04077 0.23205 0.54600
5 C 2.40832 1.61923 0.31120
6 C 2.04827 2.27698 -0.94140
7 I 2.48983 4.31280 -1.39091
8 C 1.35842 1.47467 -1.91148
9 N 1.01733 0.16462 -1.67501
10 C 1.31616 -0.46032 -0.48779
11 C 0.81934 -1.93370 -0.36207
12 C -0.66247 -2.13446 -0.85058
13 C -1.75552 -1.79099 0.20915
14 F -1.65194 -2.71981 1.22213
15 F -2.98127 -2.00375 -0.41491
16 C -1.74495 -0.31636 0.73696
17 F -0.74318 -0.26446 1.70213
18 F -1.50118 0.62496 -0.22514
19 C -3.08324 0.11552 1.49124
20 F -2.66980 0.88304 2.56727
21 F -3.72986 -0.94671 2.04964
22 C -4.03760 1.04416 0.64700
23 F -4.27487 0.61242 -0.60552
24 F -5.25141 1.05885 1.28392
25 F -3.58688 2.32264 0.70123
26 H 2.77234 -2.17782 2.66581
27 H 1.21178 0.67990 2.95333
28 H 2.94584 2.16990 1.10890
29 H 1.08127 1.97277 -2.86818
30 H 0.53147 -0.30420 -2.44169
31 H 0.98758 -2.37306 0.64577
32 H 1.47262 -2.52412 -1.06489
33 H -0.77895 -3.22979 -1.06924
34 H -0.92694 -1.60713 -1.79606
35 C 0.20132 -3.98176 -5.86930
36 O 0.44727 -2.68234 -5.32091
37 C 0.95532 -1.80532 -6.19731
38 O 1.20574 -2.02152 -7.34905
39 O 1.13528 -0.63850 -5.55726
40 C 1.67708 0.40234 -6.37611
41 H -0.20652 -4.60235 -5.07359
42 H -0.52912 -3.92640 -6.67612
43 H 1.12925 -4.43242 -6.22097
44 H 1.00462 0.63097 -7.20268
45 H 2.66334 0.12523 -6.74802
46 H 1.77784 1.29128 -5.75495
47 C -6.11708 1.75650 4.10340
48 O -7.50366 1.64055 4.41246
49 C -7.78560 0.69297 5.31550
50 O -6.98663 -0.02904 5.85403
51 O -9.10674 0.68962 5.51303
52 C -9.55562 -0.27987 6.46063
53 H -6.00785 2.54956 3.36598
54 H -5.54593 2.02851 4.99200
55 H -5.74044 0.82884 3.67348
56 H -9.12075 -0.08902 7.44200
57 H -9.31488 -1.28827 6.12308
58 H -10.63730 -0.18796 6.53633
59 C 6.26333 0.65503 1.87292
60 O 6.41187 1.71320 0.92496
61 C 7.42762 1.54084 0.06416
62 O 8.17816 0.60316 0.04160
63 O 7.45757 2.59323 -0.76111
64 C 8.49999 2.54161 -1.73798
65 H 5.41666 0.90326 2.51278
66 H 6.05304 -0.28895 1.36785
67 H 7.15354 0.56730 2.49542
68 H 8.37757 1.67354 -2.38619
69 H 9.47783 2.52742 -1.25680
70 H 8.42506 3.44166 -2.34510

Forces on atoms 1 to 3 (eV/Å):
-1.91 1.05 0.28
0.02 0.08 0.31
-0.07 -0.95 -1.16

---

ORCA calculation (ωB97M-V with the def2-TZVPD basis set) on a gas-phase ion, C6H11N2O2 (charge +1) in a non-equilibrium geometry.

For the HOMO energy, the calculation gives -14.6 eV. Its total charge is +1. As for the LUMO energy: -3.5 eV. Its total energy is -13466.5280 eV. The maximum force is 4.5 eV/A. As for the energy above the lowest of the compared OMol25 structures with the same formula, charge and spin: 83.1 kcal per mole. As for the SMILES: [H]/N=C1/[C@H](C)[NH2+][C@@H]1OC(C)=O. For the gap between HOMO and LUMO, the calculation gives 11.1 eV.

CARTESIAN COORDINATES (ANGSTROEM)
1 H -1.90096 -0.36987 2.15660
2 N -0.94117 -0.53344 2.44689
3 C -0.11362 -0.70775 1.51744
4 C 1.37192 -0.76478 1.29009
5 C 1.96826 0.48663 1.95510
6 N 1.22375 -0.48799 -0.17880
7 C -0.27601 -0.75476 -0.01908
8 O -1.11375 0.17328 -0.59691
9 C -1.05371 0.18696 -1.95048
10 C -2.23643 0.90595 -2.55076
11 O -0.07388 -0.27278 -2.52177
12 H 1.88136 -1.57307 1.73461
13 H 1.62091 1.29702 1.44626
14 H 3.09743 0.54990 2.16850
15 H 1.64469 0.73629 2.96640
16 H 1.25533 0.44326 -0.47304
17 H 1.64496 -1.03970 -0.86167
18 H -0.43219 -1.68369 -0.51291
19 H -2.92270 0.21295 -2.77210
20 H -1.98236 1.50116 -3.31001
21 H -2.66185 1.69441 -1.93435

Forces on atoms 1 to 3 (eV/Å):
-0.04 -0.22 -0.23
1.76 0.01 -0.21
-2.12 -0.38 -1.64

---

ORCA calculation (ωB97M-V with the def2-TZVPD basis set) on 2 unconnected molecules or ions with the total composition C10H16 in a non-equilibrium geometry.

For the HOMO energy (alpha / beta), the calculation gives 1.3 / -5.3 eV. Its total charge is -1. As for the LUMO energy (alpha / beta): 3.7 / 3.6 eV. Its total energy is -10625.8537 eV. As for the multiplicity: 2. The maximum force is 7.0 eV/A. As for the energy above the lowest of the compared OMol25 structures with the same formula, charge and spin: 56.7 kcal per mole. For the gap between HOMO and LUMO (alpha / beta), the calculation gives 2.4 / 8.9 eV.

CARTESIAN COORDINATES (ANGSTROEM)
1 C 2.61191 -1.43211 0.33697
2 C 2.35610 -1.40021 1.92047
3 C 4.16994 -1.10021 0.11145
4 H 2.38271 -2.43746 0.08820
5 H 2.05675 -0.64101 -0.23695
6 H 3.23196 -1.80581 2.47668
7 H 4.20404 -0.06669 -0.38765
8 H 4.67185 -0.81842 0.90347
9 H 1.53588 -2.00717 2.18075
10 H 2.31852 -0.29402 2.08635
11 H 4.42539 -1.91645 -0.52699
12 C -2.13444 0.28630 1.77219
13 C -2.25592 -0.41210 -0.54059
14 C -1.75369 0.40018 0.43004
15 C -1.96526 -0.04012 -1.93052
16 C -0.95297 1.57394 0.14523
17 C -1.16496 1.05623 -2.17619
18 C -0.76038 1.93715 -1.12793
19 H -2.84460 -1.32338 -0.23003
20 H -2.28473 -0.68520 -2.71256
21 H -3.19876 0.71784 1.70001
22 H -1.58459 0.69782 2.54013
23 H -0.56380 2.12916 1.03035
24 H -0.64630 1.14422 -3.19793
25 H -0.36358 2.88527 -1.41763
26 H -2.24268 -0.79303 2.05709

Forces on atoms 1 to 3 (eV/Å):
1.63 1.66 2.36
1.91 1.80 -1.97
-5.11 1.07 -4.74

---

ORCA calculation (ωB97M-V with the def2-TZVPD basis set) on 6 unconnected molecules or ions with the total composition C23H32BrN9O3.

For the HOMO energy, the calculation gives -8.1 eV. Its total charge is 0. As for the LUMO energy: 0.0 eV. Its total energy is -113955.8264 eV. The maximum force is 1.0 eV/A. For the gap between HOMO and LUMO, the calculation gives 8.1 eV.

CARTESIAN COORDINATES (ANGSTROEM)
1 C 5.43286 -2.67623 0.50077
2 C 4.79821 -1.60455 1.41379
3 C 3.32045 -1.88655 1.74654
4 C 2.33536 -0.92030 1.08867
5 C 1.01591 -0.78151 1.85861
6 C 0.29793 -2.12932 2.09276
7 C -0.13708 -2.20344 3.49101
8 N -0.49629 -2.32149 4.57456
9 C -0.88073 -2.40174 1.12561
10 C -0.25924 -2.74825 -0.19629
11 N 0.24837 -3.11006 -1.16140
12 C -1.78768 -3.55327 1.59642
13 C -1.09036 -4.88428 1.73266
14 O -0.52596 -5.46605 0.87376
15 Br -1.20463 -5.72124 3.50888
16 O -1.66148 -1.24822 0.92901
17 N -2.49774 -1.47949 -0.22207
18 O -2.14314 -0.40300 -1.08583
19 H 6.10907 -3.33010 1.04559
20 H 4.67039 -3.30678 0.04126
21 H 5.98883 -2.20288 -0.30287
22 H 4.89001 -0.63243 0.93634
23 H 5.34722 -1.59282 2.35209
24 H 3.18910 -1.77686 2.82760
25 H 3.06192 -2.92342 1.52836
26 H 2.78659 0.07158 1.09506
27 H 2.10515 -1.18917 0.05461
28 H 0.37555 -0.04656 1.38216
29 H 1.26756 -0.36188 2.82851
30 H 0.99780 -2.95333 1.95475
31 H -2.30325 -3.27693 2.50972
32 H -2.55602 -3.68448 0.83278
33 C -3.78012 2.43126 0.44876
34 C -3.64470 2.66049 1.87808
35 N -3.49815 2.83492 3.00319
36 H -4.80466 2.57446 0.11671
37 H -3.14977 3.12056 -0.11187
38 H -3.48581 1.41507 0.18574
39 C -5.52295 6.37065 -0.77106
40 C -5.79271 5.00016 -1.17429
41 N -6.00491 3.92154 -1.50460
42 H -6.03151 6.61783 0.15919
43 H -4.45573 6.52631 -0.62050
44 H -5.85453 7.07008 -1.53679
45 C -4.84689 6.06783 -4.86801
46 C -4.09241 7.14520 -4.24268
47 N -3.50715 7.98827 -3.72969
48 H -4.38577 5.77132 -5.80842
49 H -4.88675 5.19558 -4.21618
50 H -5.86802 6.38354 -5.07501
51 C -0.07406 3.95506 3.67139
52 C 0.77643 2.94130 3.07016
53 N 1.45862 2.15146 2.59440
54 H -0.62793 4.48830 2.90100
55 H -0.79823 3.51032 4.35175
56 H 0.52028 4.68000 4.22537
57 C 0.15708 -1.52023 -4.09486
58 C -0.67513 -1.10752 -2.98552
59 N -1.33015 -0.78305 -2.11427
60 H -0.14205 -2.50835 -4.44104
61 H 0.06183 -0.81681 -4.92057
62 H 1.20025 -1.56142 -3.78615
63 C 6.83275 -5.35328 -2.42719
64 C 7.53488 -4.18116 -1.92714
65 N 8.08237 -3.25602 -1.52776
66 H 7.11554 -5.56091 -3.45773
67 H 7.06993 -6.22886 -1.82547
68 H 5.75542 -5.19885 -2.39236

Forces on atoms 1 to 3 (eV/Å):
-0.16 0.36 -0.07
-0.21 -0.93 -0.18
-0.07 0.39 0.34